Entry one
12
Properties=species:S:1:pos:R:3 method="wB97M-V/def2-TZVPD" multiplicity=1 lumo_ev=0.489
C -0.05 0.49 0.50
C 1.05 1.16 -0.16
C 1.97 -0.05 -0.13
C 0.63 -0.78 0.15
H -1.86 -0.85 0.03
H 0.06 0.63 1.60
H 1.44 2.07 0.46
H 0.88 1.48 -1.16
H 2.41 0.05 0.83
H 2.61 -0.58 -0.92
O 0.29 -1.97 -0.07
S -1.84 0.50 -0.15

Entry two
12
Properties=species:S:1:pos:R:3 method="wB97M-V/def2-TZVPD" multiplicity=1 lumo_ev=0.874 smiles=C1O[C@H]2C[C@@H]2S1
C 0.68 -0.88 1.41
C -0.93 0.20 -0.21
C -0.50 0.84 -1.52
C 0.37 0.17 -0.41
H 0.86 -1.90 1.80
H 1.26 -0.06 1.96
H -1.52 -0.68 -0.53
H 0.11 1.82 -1.89
H -1.03 0.46 -2.51
H 0.82 1.08 0.09
O 0.98 -1.06 0.12
S -1.12 0.01 1.70

Entry three
12
Properties=species:S:1:pos:R:3 method="wB97M-V/def2-TZVPD" multiplicity=1 lumo_ev=0.974 smiles=C1O[C@H]2C[C@@H]2S1
C 0.12 0.61 1.63
C -0.75 0.20 -0.69
C 0.01 -0.79 -1.59
C 0.55 -0.39 -0.27
H -0.59 0.46 2.48
H 1.00 1.13 1.99
H -1.56 -0.38 -0.26
H 0.63 -0.47 -2.41
H -0.58 -1.67 -1.79
H 1.41 0.29 -0.45
O 0.44 -0.68 1.09
S -0.68 1.70 0.26

entry one takes first place; second place is 45.3 kcal/mol up.

Entry one
7
Properties=species:S:1:pos:R:3 method="wB97M-V/def2-TZVPD" multiplicity=1 lumo_ev=0.627 smiles="F/C=C(/F)S"
C 0.57 -0.32 -0.01
C -0.70 -0.69 0.04
F 1.50 -1.28 -0.02
F -1.59 0.34 0.05
S 1.25 1.34 -0.05
H 0.17 2.25 -0.08
H -1.20 -1.64 0.06

Entry two
7
Properties=species:S:1:pos:R:3 method="wB97M-V/def2-TZVPD" multiplicity=1 lumo_ev=-0.884
C -0.23 1.51 -1.10
C -0.66 0.22 -0.55
F 1.01 1.59 -1.50
F -1.87 0.19 -0.08
S -1.30 2.66 -1.48
H 0.48 0.08 0.77
H -0.59 -0.63 -1.26

entry one takes first place; second place is 42.9 kcal/mol up.

Entry one
15
Properties=species:S:1:pos:R:3 method="wB97M-V/def2-TZVPD" multiplicity=1 total_charge=-1 lumo_ev=3.167
C -1.11 -0.62 0.89
O -0.76 0.29 1.86
C 0.12 -1.01 0.01
C 0.29 -0.06 -1.20
S 1.07 -0.85 -2.67
H -1.94 -0.31 0.23
H -1.43 -1.53 1.45
H 0.95 -0.78 0.68
H 0.10 -2.03 -0.37
H 0.86 0.81 -0.93
H -0.71 0.26 -1.48
H 2.01 -1.54 -2.02
H 0.83 2.95 1.19
H -0.23 1.73 1.34
O -0.05 2.68 1.01

Entry two
15
Properties=species:S:1:pos:R:3 method="wB97M-V/def2-TZVPD" multiplicity=1 total_charge=-1 lumo_ev=3.979
C 0.05 -0.18 -1.88
O -1.29 0.01 -1.40
C 0.72 -0.98 -0.64
C 1.40 0.02 0.16
S 0.50 1.40 1.10
H 0.52 0.67 -2.21
H -0.17 -0.86 -2.75
H -0.08 -1.55 -0.15
H 1.36 -1.92 -0.94
H 2.28 0.57 -0.34
H 1.97 -0.41 0.98
H -2.05 1.22 2.33
H -1.42 0.66 3.17
H -1.42 0.66 -0.66
O -2.36 0.68 3.23

Entry three
15
Properties=species:S:1:pos:R:3 method="wB97M-V/def2-TZVPD" multiplicity=1 total_charge=-1 lumo_ev=3.164
C -0.28 -1.25 -0.61
O 1.00 -1.16 -1.04
C -1.00 0.16 -0.58
C -0.24 1.15 0.24
S -1.06 2.74 0.66
H -0.34 -1.51 0.48
H -0.94 -1.94 -1.17
H -1.27 0.61 -1.54
H -2.00 -0.06 -0.14
H 0.62 1.53 -0.32
H 0.09 0.76 1.20
H -2.29 2.29 0.95
H 3.14 -0.60 0.87
H 1.94 -1.33 0.12
O 2.62 -1.39 0.91

entry three takes first place; second place is 5.1 kcal/mol up.

Entry one
10
Properties=species:S:1:pos:R:3 method="wB97M-V/def2-TZVPD" multiplicity=1 total_charge=-1 lumo_ev=4.334
O 2.47 0.64 -1.47
H 3.31 0.37 -1.07
C -0.75 -0.62 0.91
C -0.73 0.37 -0.26
H -1.03 -1.67 0.60
H -1.50 -0.22 1.66
H 0.31 -0.70 1.32
H -1.51 0.19 -0.94
H -0.78 1.43 -0.02
H 0.20 0.22 -0.72

Entry two
10
Properties=species:S:1:pos:R:3 method="wB97M-V/def2-TZVPD" multiplicity=1 total_charge=-1 lumo_ev=4.178
O -0.41 -2.44 0.75
H 0.26 -2.91 0.29
C 0.45 0.57 -0.49
C -0.12 1.95 -0.18
H -0.12 -0.10 -1.15
H 1.38 0.58 -1.14
H 0.64 -0.08 0.41
H -0.59 2.38 -1.15
H 0.69 2.65 0.16
H -0.97 1.85 0.60

entry one takes first place; second place is 3.5 kcal/mol up.

Entry one
14
Properties=species:S:1:pos:R:3 method="wB97M-V/def2-TZVPD" multiplicity=1 lumo_ev="-0.959 / -0.216"
C -1.26 -0.06 -1.05
C -1.22 0.99 -0.23
C -0.27 -1.03 -0.60
C -0.50 0.76 0.91
C 0.42 -0.42 0.65
C 1.99 -0.11 0.40
Cl 2.15 1.06 -0.98
Cl 2.71 0.48 1.80
H -1.71 -0.02 -2.11
H -1.93 1.74 -0.38
H -0.78 -1.90 -0.18
H 0.31 -1.53 -1.36
H -0.32 1.28 1.74
H 0.40 -1.24 1.39

Entry two
14
Properties=species:S:1:pos:R:3 method="wB97M-V/def2-TZVPD" multiplicity=1 lumo_ev=-0.008 smiles="Cl/C=C/C=C/C=C/Cl"
Cl -2.17 -3.86 1.41
Cl 2.14 3.92 -1.07
C -0.88 -2.83 0.83
C 0.87 2.83 -0.68
C -1.05 -1.50 0.53
C 1.03 1.49 -0.71
C 0.09 -0.69 0.05
C -0.07 0.66 -0.21
H 0.13 -3.24 0.70
H -0.09 3.27 -0.43
H -2.03 -1.04 0.63
H 2.02 1.04 -0.91
H 1.06 -1.17 -0.08
H -1.05 1.14 -0.04

entry two takes first place; second place is 59.7 kcal/mol up.

Entry one
10
Properties=species:S:1:pos:R:3 method="wB97M-V/def2-TZVPD" multiplicity=1 lumo_ev=-0.111 smiles="N#S(=O)O.C=N"
C 0.78 -0.61 0.52
N -2.98 -0.94 -1.13
N -0.12 0.16 0.18
O -4.91 0.22 0.38
O -2.49 0.85 0.71
S -3.55 -0.04 -0.16
H 1.45 -1.20 -0.17
H -1.45 0.76 0.66
H 0.56 -0.88 1.48
H -0.11 0.47 -0.79

Entry two
10
Properties=species:S:1:pos:R:3 method="wB97M-V/def2-TZVPD" multiplicity=1 lumo_ev=0.668 smiles="NC(=O)N(O)S"
C 0.01 -0.68 0.55
N 0.65 0.09 1.48
N 0.02 0.11 -0.86
O -0.65 -1.65 0.78
O -0.02 1.49 -0.55
S -1.13 -0.61 -1.94
H 1.50 0.54 1.13
H 0.76 -0.19 2.36
H -0.71 1.56 0.11
H -0.42 -0.65 -3.07

Entry three
10
Properties=species:S:1:pos:R:3 method="wB97M-V/def2-TZVPD" multiplicity=1 lumo_ev=-0.107
C 1.52 -0.93 -0.07
N 0.83 -1.85 -0.33
N -1.30 1.05 -0.32
O 1.60 1.33 -0.15
O -1.49 0.06 0.71
S 2.44 0.24 0.42
H -2.01 1.00 -1.03
H -0.02 -2.32 0.00
H -0.35 0.90 -0.72
H -1.21 0.53 1.47

entry two takes first place; second place is 44.1 kcal/mol up.

Entry one
16
Properties=species:S:1:pos:R:3 method="wB97M-V/def2-TZVPD" multiplicity=1 lumo_ev=0.449 smiles="Cc1c(=O)[nH]n2ccsc12"
C 1.85 1.51 0.00
C 2.80 0.55 0.00
C -1.02 -0.74 0.04
C 0.55 -0.37 0.01
C -1.66 0.51 0.02
C -1.58 -2.10 0.04
N -0.64 1.52 0.08
N 0.59 0.98 -0.01
O -2.84 0.82 -0.03
S 2.11 -1.06 0.00
H 2.00 2.57 -0.01
H 3.86 0.68 -0.01
H -1.67 -2.50 1.05
H -0.96 -2.79 -0.54
H -2.58 -2.06 -0.40
H -0.79 2.47 -0.23

Entry two
16
Properties=species:S:1:pos:R:3 method="wB97M-V/def2-TZVPD" multiplicity=1 lumo_ev="0.216 / 0.543"
C -1.44 -2.37 2.48
C 1.03 -0.29 1.08
C 2.28 1.47 -0.02
C 0.51 0.27 -0.06
C -1.08 0.97 -2.53
C -0.77 -0.13 -0.50
N -0.49 -2.77 2.93
N 1.19 1.26 -0.68
O -1.35 0.06 -1.65
S 2.44 0.63 1.47
H 0.51 -1.08 1.67
H 2.91 2.32 -0.14
H -0.30 1.70 -2.57
H -2.28 -2.01 1.97
H -1.80 0.88 -3.43
H -1.36 -0.92 -0.02

entry one takes first place; second place is 66.0 kcal/mol up.

Entry one
6
Properties=species:S:1:pos:R:3 method="wB97M-V/def2-TZVPD" multiplicity=1 lumo_ev=-1.148
O -0.76 -0.17 -1.14
O 1.46 -0.94 0.02
O -0.69 -0.34 1.14
O 0.77 1.37 -0.06
S -1.93 0.05 -0.01
S 0.42 0.04 0.04

Entry two
6
Properties=species:S:1:pos:R:3 method="wB97M-V/def2-TZVPD" multiplicity=1 lumo_ev=-1.359
O 0.45 0.33 -1.04
O 1.35 -0.93 -2.91
O -0.85 -0.63 1.43
O -0.57 1.39 2.74
S 0.66 -0.95 -1.69
S -1.03 0.79 1.48

entry two takes first place; second place is 49.2 kcal/mol up.

Entry one
9
Properties=species:S:1:pos:R:3 method="wB97M-V/def2-TZVPD" multiplicity=1 total_charge=+1 lumo_ev=-7.143 smiles="C=[N+]=C=CC#N"
C 1.51 2.25 2.33
C 0.35 2.07 1.54
C 0.26 1.02 0.83
C 0.34 -1.27 -0.48
N 2.48 2.42 2.90
N 0.63 -0.18 0.05
H -0.32 2.88 1.60
H -0.65 -1.34 -0.99
H 1.05 -2.02 -0.70

Entry two
9
Properties=species:S:1:pos:R:3 method="wB97M-V/def2-TZVPD" multiplicity=1 total_charge=+1 lumo_ev=-6.200 smiles="C=C=[N+]=c1cn1"
C -1.29 0.74 0.48
C -1.00 -0.33 1.29
C 0.32 0.33 -0.77
C 1.39 -0.26 -1.15
N -2.14 0.37 1.40
N -0.60 1.19 -0.56
H -0.53 -1.12 1.80
H 2.29 -0.08 -0.46
H 1.56 -0.84 -2.03

entry one takes first place; second place is 12.1 kcal/mol up.

Entry one
43
Properties=species:S:1:pos:R:3 method="wB97M-V/def2-TZVPD" multiplicity=1 lumo_ev=0.640 smiles="Cc1ccc(S(=O)(=O)NCC(=O)N2CCC(C)CC2)cc1"
C 6.18 2.13 0.15
C 5.10 1.11 -0.01
C 5.19 -0.11 0.66
C 4.20 -1.06 0.50
C 3.12 -0.80 -0.32
C 3.02 0.40 -0.99
C 4.01 1.36 -0.83
H 3.93 2.30 -1.36
H 2.16 0.56 -1.63
S 1.84 -2.04 -0.47
O 2.44 -3.33 -0.63
O 0.88 -1.58 -1.44
N 1.20 -1.96 1.09
H 0.81 -2.87 1.32
C 0.16 -0.96 1.15
H 0.54 -0.08 0.63
H -0.05 -0.71 2.20
C -1.10 -1.54 0.50
O -1.28 -2.75 0.58
N -1.96 -0.73 -0.13
C -1.90 0.71 -0.24
H -1.04 1.10 0.30
C -3.18 1.34 0.32
C -4.41 0.79 -0.40
C -5.69 1.38 0.18
H -5.79 1.13 1.23
H -6.56 1.00 -0.35
H -5.69 2.47 0.09
C -4.40 -0.73 -0.29
C -3.10 -1.30 -0.83
H -3.05 -2.38 -0.70
H -3.00 -1.07 -1.90
H -5.24 -1.16 -0.85
H -4.52 -1.02 0.76
H -4.34 1.07 -1.46
H -3.12 2.42 0.22
H -3.25 1.10 1.39
H -1.79 0.98 -1.30
H 4.25 -2.02 1.00
H 6.03 -0.30 1.29
H 6.43 2.26 1.20
H 5.88 3.09 -0.26
H 7.08 1.80 -0.36

Entry two
43
Properties=species:S:1:pos:R:3 method="wB97M-V/def2-TZVPD" multiplicity=1 lumo_ev=0.609 smiles="Cc1ccc(S(=O)(=O)NC2CCCCCC2)cc1C(N)=O"
C -5.72 0.25 -1.30
C -4.35 0.59 -0.80
C -3.65 1.67 -1.34
C -2.39 2.01 -0.88
C -1.82 1.26 0.12
C -2.48 0.18 0.67
C -3.75 -0.16 0.23
C -4.44 -1.34 0.83
O -4.99 -2.21 0.19
N -4.37 -1.37 2.19
H -3.90 -0.66 2.71
H -4.78 -2.15 2.67
H -1.98 -0.38 1.44
S -0.18 1.64 0.72
O 0.12 3.01 0.40
O -0.07 1.20 2.08
N 0.74 0.64 -0.26
H 1.11 1.17 -1.03
C 1.75 -0.19 0.38
C 2.90 0.68 0.90
C 4.17 -0.09 1.28
C 5.13 -0.27 0.10
C 4.67 -1.29 -0.94
C 3.29 -1.00 -1.53
H 3.23 0.04 -1.86
C 2.15 -1.33 -0.57
H 2.43 -2.20 0.02
H 1.25 -1.59 -1.13
H 3.17 -1.63 -2.42
H 4.66 -2.28 -0.49
H 5.40 -1.30 -1.75
H 5.28 0.70 -0.38
H 6.10 -0.60 0.49
H 3.91 -1.06 1.70
H 4.69 0.48 2.05
H 2.52 1.22 1.76
H 3.15 1.42 0.14
H 1.23 -0.63 1.24
H -1.86 2.86 -1.28
H -4.12 2.25 -2.12
H -5.78 -0.82 -1.51
H -5.96 0.82 -2.19
H -6.46 0.47 -0.53

entry two takes first place; second place is 4.7 kcal/mol up.